ORCA calculation (wB97M-V/def2-TZVPD) on a molecular structure, C19H32As4Cl3MnNO6S.

Atoms and positions in Å:
Mn (0.671, 0.514, -0.289)
C (1.833, 4.009, 1.598)
As (1.508, 3.093, -0.094)
C (3.252, 3.316, -0.918)
C (0.545, 4.478, -1.111)
C (-1.005, 4.465, -1.084)
C (-1.477, 5.869, -1.488)
C (-1.567, 3.472, -2.123)
As (-1.395, 1.552, -1.704)
C (-3.238, 1.080, -1.279)
C (-1.285, 0.830, -3.501)
C (-1.507, 4.139, 0.328)
As (-3.465, 4.238, 0.607)
C (-3.440, 3.177, 2.258)
C (-3.526, 5.995, 1.480)
H (2.108, 5.050, 1.429)
H (2.648, 3.499, 2.111)
H (0.946, 3.961, 2.227)
H (3.550, 4.365, -0.937)
H (3.200, 2.923, -1.933)
H (3.969, 2.729, -0.346)
H (0.895, 4.402, -2.144)
H (0.911, 5.434, -0.725)
H (-1.080, 6.140, -2.468)
H (-1.140, 6.617, -0.766)
H (-2.568, 5.915, -1.548)
H (-1.061, 3.627, -3.080)
H (-2.629, 3.666, -2.289)
H (-3.930, 1.526, -1.993)
H (-3.503, 1.406, -0.273)
H (-3.309, -0.006, -1.322)
H (-2.043, 1.275, -4.145)
H (-1.421, -0.247, -3.438)
H (-0.282, 1.028, -3.873)
H (-1.042, 4.811, 1.056)
H (-1.216, 3.118, 0.603)
H (-3.247, 2.130, 2.021)
H (-4.405, 3.246, 2.758)
H (-2.660, 3.534, 2.932)
H (-3.394, 6.785, 0.743)
H (-2.750, 6.078, 2.242)
H (-4.502, 6.122, 1.948)
O (4.311, -0.161, -2.537)
As (2.801, -0.441, -1.688)
O (1.544, 0.429, -2.347)
O (2.914, 0.092, -0.117)
C (2.559, -2.346, -1.871)
C (3.521, -3.030, -2.600)
C (3.428, -4.405, -2.784)
C (2.371, -5.100, -2.233)
C (1.402, -4.426, -1.498)
C (1.482, -3.056, -1.313)
S (0.157, -2.317, -0.350)
O (-0.503, -1.344, -1.231)
O (-0.673, -3.402, 0.098)
O (0.805, -1.547, 0.728)
H (4.893, 0.338, -1.950)
H (4.349, -2.481, -3.025)
H (4.187, -4.923, -3.357)
H (2.290, -6.171, -2.368)
H (0.570, -4.956, -1.057)
Cl (-1.335, -2.281, 3.472)
C (-2.295, -1.006, 2.753)
Cl (-3.261, -0.170, 3.991)
Cl (-3.347, -1.630, 1.481)
C (-1.412, 0.003, 2.152)
N (-0.737, 0.795, 1.673)

Calculated values
Spin multiplicity: 6
Relative energy (zero: lowest compared OMol25 entry of this formula, charge and spin) in kJ/mol: 0.0
Net charge: 0
HOMO (spin up / spin down) in eV: -7.839 / -8.761
⟨S²⟩: 8.7540
HOMO-LUMO gap (spin up / spin down) in eV: 8.048 / 8.926
LUMO (spin up / spin down) in Eh: 0.0077 / 0.0061
Max |F| in hartree/bohr: 0.003
DFT total energy in eV: -357075.289

Partial atomic charges computed with the Mulliken method, in multiples of e: Mn 0.59; C -1.38; As 1.03; C -1.33; C -1.95; C 2.58; C -2.26; C -2.21; As 1.36; C -1.23; C -1.38; C -0.81; As 0.23; C -0.72; C -1.21; H 0.38; H 0.46; H 0.35; H 0.47; H 0.32; H 0.38; H 0.48; H 0.64; H 0.42; H 0.44; H 0.48; H 0.62; H 0.57; H 0.39; H 0.15; H 0.42; H 0.45; H 0.37; H 0.32; H 0.96; H -0.64; H -0.25; H 0.49; H 0.38; H 0.35; H 0.35; H 0.42; O -0.66; As 1.51; O -0.56; O -0.61; C -0.51; C -0.68; C -0.56; C -0.62; C -0.46; C -0.02; S 1.43; O -0.55; O -0.66; O -0.59; H 0.32; H 0.50; H 0.39; H 0.40; H 0.54; Cl -0.05; C 0.80; Cl -0.11; Cl -0.05; C -0.40; N -0.27